{
  "formula": "C43H126N10O15",
  "method": "ωB97M-V/def2-TZVPD",
  "energy_ha": -3389.74629,
  "orbital_gap_ev": 9.22,
  "e_homo_ev": -8.69,
  "lumo_energy_ev": 0.53,
  "total_charge": 0,
  "species": ["C", "O", "H", "H", "H", "H", "C", "O", "H", "H", "H", "H", "C", "O", "H", "H", "H", "H", "O", "H", "H", "O", "H", "H", "C", "C", "C", "O", "C", "N", "H", "H", "H", "H", "H", "H", "H", "H", "H", "H", "H", "C", "C", "C", "O", "C", "N", "H", "H", "H", "H", "H", "H", "H", "H", "H", "H", "H", "C", "C", "C", "O", "C", "N", "H", "H", "H", "H", "H", "H", "H", "H", "H", "H", "H", "C", "C", "C", "O", "C", "N", "H", "H", "H", "H", "H", "H", "H", "H", "H", "H", "H", "C", "C", "C", "O", "C", "N", "H", "H", "H", "H", "H", "H", "H", "H", "H", "H", "H", "C", "C", "C", "O", "C", "N", "H", "H", "H", "H", "H", "H", "H", "H", "H", "H", "H", "C", "C", "C", "O", "C", "N", "H", "H", "H", "H", "H", "H", "H", "H", "H", "H", "H", "C", "C", "C", "O", "C", "N", "H", "H", "H", "H", "H", "H", "H", "H", "H", "H", "H", "C", "C", "C", "O", "C", "N", "H", "H", "H", "H", "H", "H", "H", "H", "H", "H", "H", "C", "C", "C", "O", "C", "N", "H", "H", "H", "H", "H", "H", "H", "H", "H", "H", "H"],
  "coordinates": [[2.2607, -4.1706, 0.6674], [2.8750, -5.3419, -0.0457], [2.0531, -3.3892, -0.0773], [1.2780, -4.5255, 1.0563], [2.9495, -3.7555, 1.4541], [3.4811, -4.9943, -0.7264], [4.5449, 3.2396, 4.7252], [4.4916, 3.1995, 3.2830], [3.8534, 2.4991, 5.1104], [5.5992, 3.0593, 5.0898], [4.1922, 4.2057, 5.2006], [4.9636, 3.9563, 2.9101], [3.2096, -0.4558, 0.3535], [2.2487, 0.2647, -0.4377], [3.9841, -0.9207, -0.2975], [3.6603, 0.2793, 1.0082], [2.7641, -1.2101, 0.9801], [1.3595, 0.1360, -0.0900], [2.1247, 2.9578, -0.8835], [2.0307, 3.2540, 0.0807], [2.1743, 2.0083, -0.7557], [2.6544, -0.3855, -5.1794], [2.8439, -1.2888, -4.8536], [2.8201, 0.2677, -4.4927], [1.1873, -0.5236, 3.9814], [1.0672, -1.9769, 4.3066], [0.1877, -2.2088, 5.5336], [-1.1576, -1.7978, 5.1743], [-2.0266, -1.3131, 6.2575], [0.4336, -2.6339, 3.1451], [1.6397, -0.4109, 3.0092], [1.7958, 0.0117, 4.7383], [0.1910, -0.1057, 3.7717], [2.0543, -2.3826, 4.4274], [0.5025, -1.6047, 6.3935], [0.1133, -3.2732, 5.7758], [-2.0890, -2.0580, 7.0123], [-2.9691, -0.9462, 5.8208], [-1.5661, -0.5195, 6.8113], [-0.5778, -2.3933, 3.1954], [0.5174, -3.6570, 3.1155], [1.1208, -2.5966, -7.9532], [-0.1548, -2.1986, -7.2253], [-0.1568, -2.8212, -5.8164], [0.2953, -4.2152, -5.8108], [0.5720, -4.6482, -4.4977], [-0.3111, -0.7521, -7.1409], [1.0747, -2.5274, -9.0221], [1.3738, -3.5983, -7.6691], [1.8886, -1.8366, -7.6069], [-1.0331, -2.6558, -7.6494], [-1.1842, -2.7329, -5.5511], [0.5182, -2.2718, -5.1671], [1.4759, -4.2253, -4.0725], [0.6298, -5.7453, -4.4730], [-0.1985, -4.2694, -3.8036], [0.5090, -0.3379, -6.6770], [-1.1451, -0.4940, -6.5800], [2.1324, 6.3553, 0.2332], [2.6878, 5.6799, 1.4868], [2.6504, 6.7086, 2.5798], [3.5468, 6.3024, 3.5933], [3.6618, 7.3310, 4.5579], [1.8980, 4.5178, 1.7400], [2.8871, 6.9975, -0.2794], [1.2198, 6.9703, 0.3931], [1.9918, 5.5973, -0.5087], [3.7145, 5.3849, 1.2384], [1.6312, 6.8619, 2.8980], [2.9327, 7.6973, 2.1200], [4.5407, 7.0848, 5.1908], [2.7367, 7.2272, 5.1758], [3.7588, 8.3627, 4.1029], [2.0736, 4.1559, 2.6366], [0.9274, 4.6857, 1.7619], [-2.1373, -3.2419, -1.9546], [-3.5779, -3.4413, -1.3370], [-4.6937, -2.9671, -2.1566], [-5.8889, -3.4101, -1.5100], [-7.0168, -3.0292, -2.2411], [-3.6867, -4.9126, -1.2607], [-1.8102, -2.2537, -2.0463], [-2.1810, -3.7101, -2.9430], [-1.3941, -3.8209, -1.4223], [-3.6620, -3.0605, -0.2845], [-4.7089, -3.3997, -3.1343], [-4.6567, -1.8733, -2.2115], [-7.2708, -1.9416, -2.1435], [-7.8823, -3.5893, -1.9428], [-6.8306, -3.1861, -3.2898], [-4.5217, -5.2957, -0.8309], [-2.8893, -5.1698, -0.6273], [-6.0373, 0.7566, 4.4648], [-5.1586, 1.7357, 3.5688], [-5.9072, 2.0899, 2.3159], [-4.8216, 2.4435, 1.4790], [-5.1225, 3.2617, 0.3515], [-4.7592, 3.0176, 4.2493], [-7.0902, 1.1199, 4.5238], [-5.5870, 0.6793, 5.4382], [-6.1125, -0.1763, 3.9266], [-4.2704, 1.2411, 3.2315], [-6.6306, 2.8865, 2.4208], [-6.4276, 1.2532, 1.9507], [-4.2285, 3.1126, -0.3049], [-5.2650, 4.3046, 0.6919], [-6.0031, 2.9279, -0.1208], [-5.5915, 3.5457, 4.5382], [-4.1820, 3.6273, 3.6503], [5.0158, 0.5365, -2.1848], [4.9032, 1.5335, -3.3955], [5.5158, 0.8842, -4.6340], [6.9287, 0.9230, -4.5538], [7.4552, 0.2074, -5.6277], [3.5291, 1.8845, -3.5930], [4.4039, -0.3515, -2.3562], [4.5358, 1.0206, -1.3026], [6.0775, 0.2183, -2.0362], [5.4619, 2.4088, -3.2602], [5.1304, 1.2903, -5.6542], [5.2464, -0.1585, -4.6654], [7.1191, -0.8500, -5.6070], [8.5863, 0.2141, -5.7507], [7.0493, 0.5855, -6.6014], [3.2475, 2.3994, -4.4956], [3.0890, 2.2840, -2.7789], [5.5166, -3.2008, -2.8003], [4.4295, -4.0157, -3.4495], [4.6719, -4.3366, -4.8857], [4.7586, -3.1512, -5.6198], [5.2563, -3.4231, -6.9285], [4.1215, -5.1810, -2.6435], [5.7077, -2.3033, -3.3964], [6.4123, -3.7908, -2.8673], [5.2400, -2.9582, -1.8264], [3.5209, -3.3537, -3.5152], [3.9205, -5.0382, -5.3025], [5.5692, -4.8761, -5.0334], [5.2535, -2.5697, -7.6102], [4.6982, -4.1700, -7.5249], [6.3070, -3.8086, -6.7797], [4.9472, -5.7022, -2.4361], [3.3002, -5.6743, -2.9758], [-0.7385, 3.5085, 4.6778], [-0.8263, 5.0365, 4.5167], [-1.6704, 5.4249, 3.2843], [-1.0595, 5.1415, 2.0568], [-1.8832, 5.4194, 0.9247], [-1.6016, 5.4338, 5.7209], [-1.8151, 3.2158, 4.6250], [-0.3093, 3.1812, 5.6046], [-0.1692, 3.0674, 3.8671], [0.1549, 5.5666, 4.5255], [-2.0319, 6.4425, 3.2751], [-2.5267, 4.7391, 3.3646], [-2.2397, 6.4088, 0.9390], [-2.7679, 4.7983, 1.0643], [-1.3939, 5.1085, 0.0227], [-1.6685, 6.4443, 5.8553], [-2.4543, 4.9887, 5.8344], [-3.7216, -1.7050, 2.7764], [-4.4921, -2.8234, 3.4981], [-5.5156, -3.5316, 2.6445], [-6.6382, -2.6637, 2.5231], [-7.7027, -3.4249, 1.9312], [-3.4925, -3.7225, 4.0158], [-4.3492, -0.9205, 2.3814], [-3.1997, -2.1978, 1.9137], [-2.9725, -1.1906, 3.4051], [-4.9733, -2.4733, 4.4281], [-5.7541, -4.4531, 3.2280], [-5.0222, -3.9259, 1.7183], [-8.4616, -2.6690, 1.7828], [-8.0410, -4.2361, 2.5857], [-7.4413, -3.7833, 0.9306], [-3.9186, -4.2558, 4.7996], [-2.7052, -3.2822, 4.3911], [-1.4189, 1.2351, 1.5973], [-1.3749, 0.2060, 0.4543], [-1.2335, 1.0515, -0.8074], [-1.4038, 0.1002, -1.7945], [-1.1930, 0.4443, -3.1590], [-0.1883, -0.6579, 0.3671], [-1.2670, 0.7610, 2.5833], [-2.3889, 1.7661, 1.6405], [-0.6753, 1.9902, 1.4847], [-2.3333, -0.3564, 0.3856], [-0.2815, 1.5656, -0.8717], [-1.9161, 1.8963, -0.8643], [-1.5539, 1.4679, -3.3325], [-1.7702, -0.2984, -3.7168], [-0.1162, 0.4398, -3.4110], [-0.1678, -1.3013, 1.1675], [-0.2238, -1.0674, -0.5361]],
  "forces_ev_per_angstrom": [[0.6, -1.3, -1.0], [-0.7, 1.7, 1.2], [0.0, 0.0, 0.3], [1.0, 0.3, 0.0], [-0.8, -0.5, -0.6], [-0.3, -0.1, 0.0], [0.8, 1.1, 0.1], [-0.2, 0.1, 0.9], [0.2, -0.4, -0.2], [-1.1, 0.0, -0.3], [0.4, -0.7, -0.9], [-0.2, -0.1, 0.3], [0.0, 0.7, -0.6], [1.3, -0.4, -0.5], [-0.6, 0.3, 0.5], [0.6, 0.0, 0.3], [-0.4, -0.4, 0.1], [-0.7, -0.6, 0.6], [-0.3, 1.1, 1.7], [0.2, 0.1, -1.5], [0.2, -0.9, -0.1], [-0.4, -1.3, -0.8], [0.0, 0.9, -0.1], [0.2, 0.3, 0.8], [0.0, 0.8, -0.2], [-1.2, -0.7, -0.5], [-1.0, 0.4, 0.3], [-0.7, 0.7, 0.7], [1.4, -0.1, -1.4], [-0.8, 0.0, -0.3], [0.7, 0.0, -0.2], [-0.7, 0.0, -0.4], [0.2, 0.2, 0.8], [0.5, -0.4, 0.3], [0.2, -0.2, 0.0], [0.4, 0.0, 0.2], [-0.8, -1.1, 0.4], [0.4, -0.6, 0.2], [0.5, 1.0, -0.1], [0.9, -0.5, -0.1], [0.0, 0.6, 0.3], [0.5, 1.8, 0.8], [0.6, -0.7, 0.7], [1.5, -0.9, -0.7], [-0.5, 1.0, 0.0], [-0.8, 0.2, 0.4], [-0.5, 0.4, 0.4], [-0.3, 0.1, -0.6], [0.4, -0.4, 0.1], [-0.4, -1.1, -0.3], [-0.4, 0.1, -0.9], [-0.9, -0.2, 1.2], [0.0, 0.4, 0.3], [0.7, 0.1, -0.3], [-0.1, 0.4, -0.1], [-0.1, -0.6, -0.2], [-0.4, -0.3, -0.2], [0.8, -0.3, -0.5], [0.7, 0.9, -0.8], [-0.6, 1.1, -1.2], [1.3, 0.5, -1.0], [0.0, 0.9, -0.3], [-0.3, -0.3, 0.8], [0.5, -1.2, -0.6], [-0.4, -0.1, 0.8], [0.4, -0.6, 0.0], [-0.7, -0.6, -0.4], [0.0, 0.0, 0.4], [-0.6, -0.2, 0.6], [0.3, -0.6, 0.6], [-0.5, 0.4, -0.4], [0.6, 0.8, -0.1], [-0.1, -1.1, 0.5], [0.8, -0.8, 1.3], [-1.4, 0.7, -0.4], [-1.9, -1.4, -0.2], [1.9, -1.5, 1.2], [-1.0, 0.9, 0.6], [0.0, 0.3, 0.2], [-0.1, 1.3, -0.1], [1.8, -0.7, 1.0], [0.3, 1.7, 0.0], [0.0, 0.2, 0.0], [0.1, -0.1, 0.5], [0.1, 0.4, -0.9], [0.4, -0.3, -0.9], [-0.2, 0.1, -0.2], [0.3, -0.6, 0.2], [-0.3, -0.4, 0.3], [-0.1, -0.3, -0.7], [-0.1, 0.6, 0.0], [-1.1, -0.2, -0.9], [0.2, 1.9, -1.3], [-1.9, 1.0, 1.7], [1.5, 0.3, 0.0], [-0.2, 0.5, -1.0], [1.8, -0.1, 1.0], [0.0, -0.5, 0.4], [0.7, 0.0, 0.3], [0.0, -0.3, 0.4], [0.2, -0.5, 0.1], [0.6, -0.4, 0.1], [-0.1, 0.5, 0.3], [-0.7, -1.4, -0.9], [-0.9, 0.6, 0.3], [0.2, -0.2, -0.4], [-1.1, -0.4, -0.9], [0.5, -0.3, -0.2], [-0.6, -0.7, 0.2], [0.0, 1.2, -0.2], [0.2, -1.7, -0.2], [-0.6, 0.1, -1.2], [0.3, 0.5, 0.0], [0.6, -0.7, -1.7], [-2.0, 0.1, -2.3], [0.0, 0.0, -0.4], [0.9, -0.3, -0.4], [-0.9, 0.5, 0.1], [1.3, 1.3, 0.8], [0.6, -0.1, 1.6], [-0.5, -0.7, -0.1], [0.2, 0.2, 0.2], [-1.4, 0.3, 0.8], [0.3, 0.0, 0.6], [1.1, -0.8, 2.1], [0.0, 0.3, 0.1], [0.3, -0.2, -2.4], [-1.8, 1.0, 0.1], [-0.4, -0.4, -0.7], [-0.5, 0.5, -1.3], [1.1, -0.6, -0.1], [-0.6, 1.2, 0.1], [-0.1, 0.0, 0.2], [0.8, -0.3, 0.5], [-0.2, 0.4, 1.7], [0.4, -0.6, 0.5], [-0.3, 0.5, 0.2], [1.6, -0.8, 0.2], [0.1, 0.4, 0.8], [-0.1, -0.1, 0.8], [-0.8, 0.4, -0.5], [0.1, -0.8, -0.1], [0.5, -0.4, 0.1], [-0.7, 0.7, -1.3], [-0.6, 0.3, 1.0], [-0.1, -1.4, -0.1], [1.1, 0.2, -0.7], [-0.4, -1.9, 1.6], [2.8, 2.0, -0.3], [0.9, -0.5, 0.1], [0.2, 0.2, 0.6], [-0.1, -0.3, -0.3], [-0.6, -0.5, 0.0], [0.0, 0.6, 0.4], [-0.4, 0.3, 0.0], [-0.1, 1.6, -0.3], [-0.4, -0.2, -0.3], [0.5, 0.2, -0.3], [-0.2, -0.5, -0.1], [-1.9, -1.0, 0.0], [0.2, -0.5, -0.5], [0.9, 1.5, 1.1], [0.8, -0.4, 1.0], [0.4, -1.8, -0.8], [0.1, 1.3, -0.1], [-1.3, -3.0, 0.1], [-0.4, 0.1, -0.3], [-0.2, 0.5, 0.6], [-0.2, -0.5, -0.1], [-0.7, 0.7, -0.8], [-0.4, 0.4, -0.4], [-0.7, 0.7, 0.1], [-0.6, -0.2, 0.1], [0.1, 0.1, -0.1], [0.2, -0.2, 0.2], [0.6, 0.3, -0.9], [1.4, 1.1, 0.5], [-0.7, -1.2, 0.9], [0.1, 1.7, -0.4], [-0.4, 0.0, 0.2], [-0.3, -0.6, -1.7], [0.3, 0.5, 0.7], [-0.6, 0.8, 2.5], [-0.1, 0.2, -0.3], [0.3, -0.5, -0.2], [0.9, 0.5, -0.2], [0.5, 0.3, 0.1], [0.8, -0.2, 0.2], [-0.9, -0.1, -0.1], [-0.2, -0.2, -0.2], [0.3, 0.3, -0.2], [-0.4, -0.2, 0.0], [0.3, -0.2, -0.8], [0.0, -1.1, -0.5]],
  "mulliken_charge": [-0.057, -0.624, -0.027, 0.110, 0.225, 0.355, -0.447, -0.372, 0.168, 0.278, 0.145, 0.234, -0.307, -0.464, 0.003, 0.377, -0.179, 0.228, -0.572, 0.407, 0.212, -0.563, 0.245, 0.205, -0.247, 0.116, -0.973, 0.039, -0.896, -0.200, -0.246, 0.431, -0.147, 0.529, 0.401, 0.370, 0.359, 0.072, 0.400, -0.176, 0.278, -1.187, 0.109, -0.167, -0.413, 0.431, -0.729, 0.384, 0.361, 0.142, 0.412, 0.232, 0.128, -0.179, 0.395, -0.291, 0.286, 0.291, -1.741, 0.849, -0.910, -0.157, -0.802, -0.097, 0.456, 0.298, 0.412, 0.224, 0.244, 0.397, 0.224, 0.288, 0.316, 0.254, -0.094, -1.440, 2.127, -1.059, -0.211, -0.922, -0.919, 0.180, 0.335, 0.484, -1.040, 0.582, 0.346, 0.310, 0.269, 0.376, 0.276, 0.271, -1.257, 1.302, -1.129, -0.083, -0.938, -0.452, 0.400, 0.394, 0.098, -0.470, 0.454, 0.552, 0.063, 0.300, 0.406, 0.273, -0.145, -0.776, -0.148, 0.187, -0.399, -0.538, -0.347, -0.058, 0.375, 0.384, 0.424, 0.297, -0.252, 0.093, 0.262, 0.313, 0.276, 0.046, -1.620, 1.278, -1.166, -0.082, -0.960, -0.410, 0.079, 0.557, 0.459, -0.424, 0.377, 0.466, 0.264, 0.335, 0.336, 0.254, 0.214, -0.768, 0.879, 0.839, -0.013, -0.492, -0.699, -0.005, 0.469, -0.043, -0.170, 0.444, -1.196, 0.393, -0.189, 0.294, 0.228, 0.199, -0.406, 0.599, -0.796, -0.198, -0.783, -0.757, 0.315, -0.197, 0.043, 0.311, 0.330, 0.127, 0.249, 0.324, 0.233, 0.320, 0.138, -0.615, 1.837, -1.662, 0.110, -0.859, 0.328, -0.286, -0.115, 0.473, -0.272, 0.339, 0.397, 0.381, 0.116, 0.200, -0.406, 0.126]
}